[1]
Molecular formula: C56H35F12N3O5PTi
Method: DFT, wB97M-V/def2-TZVPD

```
113
Properties=species:S:1:pos:R:3:lowdin_charge:R:1
Ti -1.27 0.81 1.71 1.194
O -1.50 2.46 -2.08 0.021
C -1.51 2.27 -0.84 -0.419
N -2.33 1.49 -0.08 0.081
C -3.15 0.48 -0.62 -0.367
O -3.60 0.41 -1.79 0.068
C -3.41 -0.58 0.35 -0.153
C -4.42 -1.45 0.05 0.013
C -4.86 -2.37 0.97 0.017
C -4.38 -2.33 2.32 0.014
C -3.39 -1.41 2.58 -0.071
N -2.83 -0.63 1.61 0.006
C -0.52 3.00 -0.08 -0.150
C 0.24 4.02 -0.65 0.067
C 1.09 4.79 0.19 0.013
C 1.42 4.27 1.43 -0.010
C 0.68 3.18 1.96 -0.076
N -0.28 2.60 1.22 0.004
H -4.83 -1.28 -0.97 0.149
H -5.65 -3.03 0.67 0.120
H -4.79 -2.99 3.05 0.110
H -2.89 -1.26 3.54 0.123
H 0.12 4.26 -1.70 0.139
H 1.56 5.69 -0.20 0.128
H 2.19 4.72 2.00 0.110
H 0.73 2.84 2.99 0.116
O 0.52 0.08 2.75 -0.108
C 1.26 -1.13 2.30 -0.272
C 0.78 -1.21 0.81 -0.508
O 1.21 -2.07 0.04 0.115
O -0.10 -0.31 0.54 -0.091
C 0.86 -2.28 3.19 -0.174
C 1.02 -2.09 4.60 -0.044
C 0.70 -3.10 5.44 -0.070
C 0.10 -4.24 4.90 -0.098
C 0.04 -4.53 3.59 -0.034
C 0.49 -3.50 2.66 0.028
C 2.75 -0.90 2.29 -0.126
C 3.21 0.34 1.65 -0.007
C 4.56 0.50 1.43 -0.087
C 5.41 -0.59 1.53 -0.054
C 4.92 -1.83 2.00 -0.040
C 3.62 -1.97 2.47 -0.008
H 0.74 0.22 3.68 0.100
H 1.37 -1.12 4.95 0.121
H 0.75 -3.00 6.52 0.113
H -0.38 -4.92 5.60 0.112
H -0.34 -5.48 3.24 0.108
H 0.54 -3.60 1.57 0.124
H 2.49 1.13 1.33 0.115
H 4.94 1.44 1.04 0.110
H 6.46 -0.55 1.22 0.115
H 5.64 -2.66 2.07 0.115
H 3.25 -2.82 3.03 0.123
F -3.48 1.55 -9.98 0.108
C -3.28 2.60 -9.10 -0.488
F -2.39 3.52 -9.63 0.115
F -4.46 3.25 -8.86 0.113
C -2.76 2.04 -7.79 -0.112
C -1.67 1.15 -7.83 -0.009
C -1.09 0.69 -6.64 -0.058
C -1.70 0.98 -5.40 -0.361
C -2.71 1.94 -5.37 -0.100
C -3.22 2.45 -6.52 -0.026
P -1.12 0.32 -3.82 1.124
C 0.64 0.82 -3.72 -0.356
C 1.20 1.91 -4.43 -0.074
C 2.51 2.29 -4.23 -0.017
C 3.28 1.73 -3.17 -0.090
C 2.60 0.74 -2.40 -0.016
C 1.43 0.19 -2.79 -0.115
C 4.66 2.28 -2.86 -0.514
F 4.58 3.23 -1.86 0.097
F 5.22 2.89 -3.94 0.121
F 5.47 1.26 -2.44 0.115
C -0.92 -1.46 -4.10 -0.358
C -1.87 -2.36 -3.67 -0.078
C -1.66 -3.72 -3.79 -0.022
C -0.49 -4.22 -4.33 -0.115
C 0.46 -3.31 -4.85 0.010
C 0.24 -1.96 -4.68 -0.090
C -0.18 -5.68 -4.47 -0.522
F 0.27 -5.97 -5.74 0.110
F -1.32 -6.42 -4.30 0.105
F 0.74 -6.06 -3.57 0.151
H -1.32 0.73 -8.82 0.146
H -0.15 0.11 -6.65 0.110
H -3.10 2.22 -4.34 0.121
H -4.08 3.16 -6.40 0.135
H 0.64 2.48 -5.23 0.128
H 2.92 3.08 -4.92 0.133
H 3.06 0.37 -1.48 0.114
H 1.05 -0.66 -2.21 0.110
H -2.83 -2.04 -3.18 0.112
H -2.47 -4.39 -3.53 0.121
H 1.40 -3.58 -5.33 0.135
H 0.99 -1.25 -5.00 0.102
F 0.04 0.70 10.53 0.106
C 0.90 1.29 9.61 -0.492
F 1.28 2.50 10.15 0.119
F 2.03 0.49 9.51 0.118
C 0.14 1.45 8.37 -0.105
C -0.11 2.76 7.82 0.050
C -0.72 2.78 6.56 0.011
C -1.08 1.58 5.88 -0.231
C -0.92 0.30 6.50 0.009
C -0.31 0.26 7.77 0.015
C -1.42 1.65 4.52 -0.067
C -1.89 1.49 3.38 -0.079
H 0.15 3.69 8.34 0.131
H -1.00 3.72 6.14 0.114
H -1.23 -0.58 5.95 0.113
H -0.13 -0.73 8.27 0.149
```

Values from the calculation:
Relative energy (zero: lowest compared OMol25 entry of this formula, charge and spin)   1.187 eV
Net charge   +1

***

[2]
Molecular formula: C56H42Cl5N21O2SSiY
Method: DFT, wB97M-V/def2-TZVPD

```
129
Properties=species:S:1:pos:R:3:lowdin_charge:R:1
Y 1.41 0.38 -1.84 1.425
S -6.45 2.41 -3.08 0.984
N -5.27 3.24 -2.35 -0.221
C -4.17 2.52 -2.47 -0.301
C -2.87 2.87 -1.94 -0.094
C -2.61 4.08 -1.30 0.001
C -1.36 4.32 -0.81 -0.020
C -0.39 3.32 -0.93 -0.136
N -0.60 2.17 -1.55 0.074
C -1.82 1.95 -2.08 -0.173
C -2.03 0.70 -2.83 -0.173
N -0.97 -0.10 -2.99 0.047
C -1.08 -1.17 -3.75 -0.125
C -2.26 -1.54 -4.38 -0.013
C -3.38 -0.76 -4.18 0.016
C -3.27 0.39 -3.40 -0.082
C -4.37 1.30 -3.18 -0.300
N -5.61 1.12 -3.58 -0.220
H -3.41 4.81 -1.21 0.118
H -1.10 5.25 -0.34 0.112
H 0.59 3.47 -0.53 0.055
H -0.19 -1.77 -3.87 0.083
H -2.28 -2.43 -5.00 0.117
H -4.34 -1.00 -4.63 0.119
C 3.66 2.99 3.09 -0.072
N 2.82 2.13 2.27 -0.112
C 2.27 2.36 1.08 -0.138
N 1.61 1.30 0.67 0.025
C 1.77 0.42 1.70 -0.215
N 2.48 0.88 2.70 0.128
C 3.00 3.90 4.11 -0.178
C 3.73 5.02 4.50 -0.040
C 3.26 5.87 5.48 -0.067
C 2.05 5.63 6.09 -0.027
C 1.30 4.53 5.70 -0.132
C 1.77 3.65 4.70 0.048
C 0.02 4.30 6.36 -0.296
N -0.54 5.01 7.28 0.115
N -1.73 4.38 7.61 0.120
C -1.81 3.35 6.84 -0.293
O -0.73 3.23 6.03 0.134
C -2.88 2.38 6.71 -0.136
C -4.07 2.53 7.42 -0.013
C -5.10 1.64 7.21 -0.060
C -4.97 0.63 6.26 -0.028
C -3.80 0.51 5.54 -0.221
C -3.68 -0.41 4.36 -0.075
N -3.44 0.41 3.18 -0.134
C -2.54 0.28 2.20 -0.144
N -2.59 1.32 1.39 0.096
C -3.57 2.07 1.94 -0.220
N -4.12 1.57 3.03 0.113
C -2.74 1.36 5.80 0.023
H 4.26 3.59 2.41 0.132
H 4.34 2.31 3.61 0.139
H 2.42 3.28 0.52 0.130
H 1.40 -0.59 1.67 0.104
H 4.69 5.22 4.03 0.117
H 3.85 6.73 5.77 0.107
H 1.67 6.28 6.86 0.113
H 1.19 2.78 4.43 0.118
H -4.17 3.36 8.12 0.115
H -6.03 1.74 7.76 0.105
H -5.80 -0.03 6.05 0.113
H -4.59 -0.99 4.22 0.126
H -2.84 -1.10 4.46 0.135
H -1.90 -0.58 2.09 0.129
H -3.88 3.03 1.56 0.100
H -1.82 1.26 5.24 0.134
Cl 3.97 -1.56 -3.53 0.744
C 3.01 -0.68 -4.69 -0.691
C 2.00 0.15 -4.20 -0.272
C 1.35 0.88 -5.19 -0.681
Cl 0.20 2.10 -4.70 0.719
C 1.59 0.74 -6.56 -0.710
Cl 0.67 1.63 -7.72 0.652
C 2.59 -0.13 -6.98 -0.712
Cl 2.92 -0.31 -8.67 0.657
C 3.32 -0.84 -6.04 -0.713
Cl 4.58 -1.90 -6.55 0.659
N 4.86 1.63 -2.13 0.136
C 3.90 2.62 -2.25 -0.488
N 4.21 3.88 -2.49 0.024
N 3.02 4.51 -2.55 -0.092
N 2.06 3.67 -2.36 -0.104
N 2.58 2.43 -2.15 -0.082
C 4.70 0.60 -1.22 -0.532
N 5.70 0.06 -0.55 0.033
N 5.10 -0.89 0.21 -0.073
N 3.84 -0.91 -0.01 -0.073
N 3.53 0.03 -0.93 -0.126
H 5.80 1.98 -2.19 0.131
C 3.33 -4.10 -1.19 -0.111
C 2.03 -4.37 -0.42 -0.595
C 1.78 -5.89 -0.44 -0.092
C 2.22 -3.89 1.02 -0.092
Si 0.63 -3.40 -1.27 0.460
O 0.86 -1.82 -1.36 -0.426
C 0.42 -4.18 -2.99 -0.212
C 1.13 -3.67 -4.08 -0.122
C 0.99 -4.17 -5.36 -0.074
C 0.13 -5.23 -5.59 -0.102
C -0.59 -5.77 -4.53 -0.097
C -0.45 -5.25 -3.25 -0.095
C -1.06 -3.82 -0.47 -0.198
C -1.29 -4.69 0.59 -0.100
C -2.58 -5.04 1.00 -0.100
C -3.68 -4.51 0.35 -0.111
C -3.48 -3.59 -0.68 -0.092
C -2.20 -3.26 -1.07 -0.095
H 4.16 -4.64 -0.72 0.086
H 3.57 -3.04 -1.18 0.018
H 3.26 -4.43 -2.23 0.070
H 2.67 -6.41 -0.07 0.080
H 1.59 -6.24 -1.46 0.072
H 0.94 -6.19 0.17 0.055
H 3.00 -4.49 1.52 0.082
H 1.31 -3.96 1.62 0.059
H 2.56 -2.85 1.03 0.045
H 1.82 -2.85 -3.90 0.043
H 1.54 -3.72 -6.18 0.100
H 0.02 -5.64 -6.59 0.095
H -1.27 -6.60 -4.71 0.095
H -1.03 -5.68 -2.44 0.102
H -0.46 -5.13 1.13 0.073
H -2.72 -5.74 1.82 0.095
H -4.68 -4.81 0.63 0.093
H -4.33 -3.13 -1.17 0.097
H -2.06 -2.54 -1.87 0.076
```

Values from the calculation:
Relative energy (zero: lowest compared OMol25 entry of this formula, charge and spin)   1.126 eV
Net charge   -1

***

[3]
Molecular formula: C56H43BrF6N4O7S2SbY
Method: DFT, wB97M-V/def2-TZVPD

```
121
Properties=species:S:1:pos:R:3:lowdin_charge:R:1
Y 0.46 0.09 0.72 1.326
C 9.41 4.84 2.16 -0.100
O 8.48 4.29 3.09 -0.093
C 7.40 3.68 2.52 -0.293
C 7.15 3.66 1.17 -0.032
C 6.00 3.04 0.68 -0.012
C 5.10 2.43 1.55 -0.202
C 5.39 2.43 2.91 -0.011
C 6.51 3.05 3.41 0.005
C 3.87 1.74 1.06 -0.075
C 3.87 0.33 1.23 -0.257
C 4.94 -0.45 1.70 -0.037
C 4.46 -1.75 1.85 -0.043
C 3.14 -1.71 1.41 -0.258
N 2.77 -0.48 1.02 0.022
C 2.10 -2.75 1.34 0.049
C 1.13 -3.14 0.20 -0.332
C 1.37 -4.14 -0.82 0.026
C 0.79 -3.68 -1.95 0.006
C 0.24 -2.34 -1.67 -0.208
C -0.43 -1.50 -2.66 -0.095
C -0.71 -2.10 -3.98 -0.208
C -0.25 -1.48 -5.15 -0.021
C -0.43 -2.05 -6.39 -0.006
C -1.07 -3.27 -6.51 -0.304
O -1.21 -3.77 -7.78 -0.094
C -1.42 -5.15 -7.87 -0.110
C -1.50 -3.91 -5.37 -0.017
C -1.35 -3.31 -4.12 -0.030
C -0.71 -0.17 -2.47 -0.283
N -0.21 0.66 -1.52 -0.009
C -0.70 1.91 -1.76 -0.257
C -0.23 3.08 -1.19 -0.111
C -0.92 4.37 -1.50 -0.211
C -1.78 4.95 -0.54 0.005
C -2.42 6.13 -0.83 -0.004
C -2.25 6.77 -2.05 -0.281
O -3.02 7.90 -2.23 -0.091
C -2.95 8.47 -3.51 -0.110
C -1.42 6.21 -3.00 -0.026
C -0.76 5.01 -2.71 -0.032
C 0.98 3.11 -0.40 -0.262
C 1.73 4.34 -0.15 0.001
C 2.87 3.98 0.46 -0.011
C 2.87 2.55 0.59 -0.225
N 1.64 2.07 0.07 0.027
C -1.66 1.86 -2.86 0.014
C -1.63 0.61 -3.34 0.003
N 0.44 -2.06 -0.41 0.060
C 0.21 -4.04 2.70 -0.587
C 0.79 -4.26 4.03 -0.429
C -0.06 -4.18 5.20 -0.023
C -1.40 -4.06 5.06 -0.291
O -2.17 -4.12 6.16 -0.077
C -3.39 -3.38 6.11 -0.072
C -1.98 -3.78 3.76 -0.013
C -1.25 -3.74 2.64 -0.013
H 10.20 5.28 2.75 0.083
H 9.81 4.06 1.52 0.093
H 8.93 5.63 1.56 0.092
H 7.84 4.11 0.48 0.090
H 5.78 3.01 -0.38 0.121
H 4.69 1.96 3.59 0.127
H 6.71 3.09 4.46 0.112
H 5.92 -0.11 1.98 0.099
H 4.99 -2.60 2.23 0.092
H 1.86 -5.06 -0.64 0.109
H 0.75 -4.16 -2.91 0.093
H 0.31 -0.56 -5.04 0.124
H -0.04 -1.56 -7.27 0.112
H -1.29 -5.43 -8.92 0.086
H -0.70 -5.69 -7.24 0.099
H -2.43 -5.42 -7.56 0.086
H -2.00 -4.86 -5.45 0.096
H -1.72 -3.80 -3.23 0.115
H -1.97 4.45 0.40 0.084
H -3.08 6.59 -0.11 0.115
H -3.67 9.28 -3.54 0.085
H -1.96 8.89 -3.69 0.089
H -3.18 7.76 -4.28 0.085
H -1.25 6.69 -3.94 0.088
H -0.08 4.57 -3.43 0.121
H 1.36 5.31 -0.43 0.102
H 3.69 4.60 0.76 0.105
H -2.25 2.70 -3.19 0.108
H -2.22 0.23 -4.15 0.107
H 1.81 -3.94 4.16 0.112
H 0.37 -4.25 6.19 0.115
H -3.73 -3.30 7.13 0.086
H -3.21 -2.37 5.73 0.075
H -4.15 -3.89 5.50 0.092
H -3.02 -3.52 3.69 0.104
H -1.68 -3.41 1.70 0.124
O 1.55 1.21 2.89 -0.143
H 1.45 0.50 3.56 0.027
H 0.88 1.85 3.15 -0.027
S 0.73 -5.81 2.94 0.827
C 1.06 -3.39 1.68 -0.069
Br -1.42 1.93 2.01 0.346
F -0.46 -0.81 2.52 -0.560
Sb -1.40 0.31 4.18 1.246
F -0.47 1.84 4.80 -0.420
F 0.33 -0.40 4.52 -0.389
F -1.74 -0.49 5.90 -0.380
F -2.57 -0.95 3.42 -0.370
F -2.94 1.40 4.45 -0.446
O -7.54 -5.01 -1.46 0.068
C -7.49 -4.09 -0.45 -0.504
O -8.48 -3.92 0.23 0.065
C -6.22 -3.36 -0.27 -0.171
C -6.10 -2.44 0.80 -0.030
C -4.97 -1.68 0.95 -0.124
C -3.89 -1.73 0.04 -0.720
S -2.63 -0.58 0.11 0.599
C -4.00 -2.69 -1.01 -0.113
C -5.13 -3.47 -1.16 -0.061
H -6.65 -5.03 -1.84 0.067
H -6.93 -2.38 1.48 0.105
H -4.90 -0.98 1.78 0.098
H -3.18 -2.73 -1.71 0.072
H -5.17 -4.16 -2.00 0.094
```

Values from the calculation:
Relative energy (zero: lowest compared OMol25 entry of this formula, charge and spin)   1.732 eV
Net charge   -2

***

[4]
Molecular formula: C56H43FGeN9P3Ru
Method: DFT, wB97M-V/def2-TZVPD

```
114
Properties=species:S:1:pos:R:3:lowdin_spin:R:1
Ru 0.19 -0.20 -0.17 -0.006
F -3.45 0.29 2.58 0.001
Ge -1.99 0.14 1.49 0.002
C -3.19 -0.38 0.02 0.002
C -4.39 -1.01 0.34 0.000
C -5.35 -1.23 -0.65 0.000
C -5.13 -0.77 -1.95 0.000
C -3.93 -0.15 -2.27 0.000
C -2.95 0.02 -1.29 0.001
P -1.33 0.72 -1.71 0.002
C -1.61 2.50 -1.84 0.000
C -0.57 3.31 -2.28 0.000
C -0.78 4.67 -2.49 0.000
C -2.03 5.22 -2.24 0.000
C -3.05 4.42 -1.75 0.000
C -2.85 3.07 -1.55 0.000
C -1.11 0.14 -3.43 0.000
C -0.70 0.98 -4.47 0.000
C -0.53 0.46 -5.75 0.000
C -0.75 -0.88 -5.99 0.000
C -1.17 -1.72 -4.96 0.000
C -1.35 -1.21 -3.69 0.000
C -1.23 -1.17 2.72 0.000
C -1.48 -1.01 4.09 0.000
C -1.10 -1.99 4.98 0.000
C -0.48 -3.15 4.53 0.000
C -0.23 -3.32 3.18 0.000
C -0.60 -2.32 2.27 0.000
P -0.25 -2.50 0.47 0.003
C -1.48 -3.78 0.05 0.001
C -2.65 -3.84 0.80 0.000
C -3.59 -4.83 0.56 0.000
C -3.38 -5.77 -0.43 0.000
C -2.23 -5.71 -1.20 0.000
C -1.29 -4.71 -0.98 0.000
C 1.42 -3.16 0.65 0.000
C 2.36 -2.23 1.09 0.000
C 3.68 -2.60 1.29 0.000
C 4.07 -3.91 1.04 0.000
C 3.14 -4.84 0.61 0.000
C 1.81 -4.47 0.41 0.000
C -1.53 2.04 1.88 0.001
C -2.57 2.84 2.37 0.000
C -2.31 4.07 2.94 0.000
C -0.99 4.50 3.09 0.000
C 0.04 3.73 2.59 0.000
C -0.23 2.52 1.94 0.000
P 1.14 1.61 1.16 0.000
C 1.94 2.94 0.18 0.000
C 3.23 2.69 -0.31 0.002
C 3.95 3.68 -0.96 0.002
C 3.36 4.92 -1.17 0.000
C 2.06 5.15 -0.76 0.000
C 1.35 4.16 -0.09 0.000
C 2.23 1.36 2.61 0.000
C 1.76 0.44 3.55 0.000
C 2.44 0.24 4.75 0.000
C 3.60 0.97 5.00 0.000
C 4.07 1.87 4.06 0.000
C 3.39 2.07 2.87 0.000
H -4.59 -1.31 1.36 0.000
H -6.27 -1.73 -0.40 0.000
H -5.89 -0.90 -2.71 0.000
H -3.76 0.20 -3.28 0.000
H 0.42 2.88 -2.45 0.000
H 0.03 5.29 -2.86 0.000
H -2.20 6.27 -2.42 0.000
H -4.02 4.86 -1.54 0.000
H -3.66 2.45 -1.17 0.000
H -0.53 2.03 -4.30 0.000
H -0.22 1.12 -6.55 0.000
H -0.62 -1.28 -6.99 0.000
H -1.35 -2.77 -5.15 0.000
H -1.70 -1.86 -2.90 0.000
H -2.00 -0.12 4.43 0.000
H -1.29 -1.86 6.04 0.000
H -0.21 -3.94 5.22 0.000
H 0.24 -4.23 2.82 0.000
H -2.83 -3.12 1.59 0.000
H -4.50 -4.86 1.16 0.000
H -4.11 -6.55 -0.60 0.000
H -2.06 -6.43 -1.99 0.000
H -0.43 -4.65 -1.63 0.000
H 2.06 -1.21 1.30 0.000
H 4.40 -1.87 1.64 0.000
H 5.11 -4.21 1.19 0.000
H 3.44 -5.86 0.42 0.000
H 1.09 -5.21 0.07 0.000
H -3.59 2.47 2.32 0.000
H -3.13 4.68 3.31 0.000
H -0.78 5.44 3.59 0.000
H 1.07 4.07 2.70 0.000
H 4.74 1.38 -0.25 0.005
H 4.96 3.49 -1.30 0.001
H 3.92 5.70 -1.67 0.000
H 1.59 6.11 -0.96 0.000
H 0.34 4.36 0.24 0.000
H 0.86 -0.12 3.35 0.000
H 2.06 -0.47 5.47 0.000
H 4.13 0.83 5.94 0.000
H 4.98 2.43 4.26 0.000
H 3.77 2.79 2.15 0.000
N 3.13 -0.61 -3.04 0.006
C 2.07 -1.48 -2.75 0.001
N 1.90 -2.56 -3.48 0.000
N 0.91 -3.22 -2.90 0.000
N 0.49 -2.56 -1.88 0.000
N 1.21 -1.41 -1.73 0.000
C 3.72 0.18 -2.12 0.083
N 5.13 0.44 -2.44 0.285
N 5.92 1.11 -1.93 0.546
N 3.76 1.37 -0.15 0.027
N 3.13 0.50 -1.05 0.028
H 3.72 -0.94 -3.78 0.004
```

Values from the calculation:
Expectation value of S²   0.7567
Multiplicity   2
Calculated total energy   -5948.06080 Eh
Net charge   +1